Entry 1:
74
Properties=species:S:1:pos:R:3:forces:R:3:mulliken_charge:R:1 method="wB97M-V/def2-TZVPD" de_lowest_kj_mol=6.2 energy_ha=-5210.74064 multiplicity=4 charge=0 fmax_ev_per_a=0.24
O -0.522 1.991 -0.025 -0.083 -0.126 0.025 -1.2435
C -0.793 5.356 3.407 0.001 -0.017 -0.005 -0.8907
H 1.980 3.722 0.256 0.027 -0.009 -0.004 0.0410
H 0.740 2.395 -2.459 0.025 -0.002 -0.009 0.1575
C -1.079 -3.084 -0.653 -0.001 -0.015 -0.007 -0.2127
H -1.567 -0.829 3.242 -0.016 -0.029 0.000 0.3162
H 5.262 -1.953 0.145 0.011 0.003 0.004 0.2639
H -1.813 -3.471 3.067 0.007 -0.003 0.001 0.4310
C -0.600 6.366 2.466 -0.003 0.016 -0.001 -0.3102
H 5.153 -3.023 -1.255 -0.011 -0.006 -0.004 0.4055
N -0.953 -0.688 -4.858 -0.043 0.082 0.012 -0.6579
C 4.822 0.557 2.414 -0.004 0.018 0.009 -1.0151
H 5.285 -0.340 1.999 0.008 -0.013 -0.003 0.2787
H 2.841 -1.956 3.046 -0.002 -0.007 -0.002 0.2383
H 5.222 -1.272 -1.484 0.003 -0.013 0.007 0.2509
C 2.222 2.002 3.142 -0.014 0.027 0.009 -0.8335
H -0.876 -2.916 -1.705 -0.003 0.009 0.024 0.3622
C -1.374 -4.339 -0.180 -0.002 -0.005 0.063 -0.9168
C -1.306 -2.135 1.463 0.001 -0.050 0.013 1.0348
C 2.947 3.559 -0.223 -0.010 0.032 -0.020 -0.8100
C -0.853 4.046 2.985 -0.020 0.025 0.015 -0.4648
H 3.023 -3.433 1.248 -0.007 -0.014 0.011 0.3636
C -0.477 0.051 -5.857 -0.018 -0.041 0.028 0.5035
H 4.656 0.831 -2.637 0.005 0.012 0.011 0.2769
H 1.144 1.902 3.274 0.021 -0.003 -0.003 0.0665
N -0.082 0.635 -6.771 0.004 0.001 -0.007 -0.5164
C 2.267 -2.219 -2.500 -0.036 0.025 -0.025 -0.8247
H 2.569 -3.185 -2.912 0.005 -0.002 -0.006 0.4652
N -1.025 -1.999 0.137 0.030 0.095 -0.078 0.2198
H 2.408 2.890 2.536 -0.003 -0.001 0.011 0.2692
Si 2.945 -2.013 -0.769 0.019 0.033 -0.012 0.4104
H 1.179 -2.154 -2.548 0.043 -0.012 0.016 0.0288
C -1.632 -4.492 1.188 0.006 -0.026 -0.052 -0.3104
C -0.723 3.710 1.632 0.009 -0.071 0.008 0.3144
H 5.039 2.548 -2.500 -0.003 0.002 -0.001 0.4095
H 3.709 3.473 0.554 0.005 0.012 0.005 0.3265
Ge 2.389 0.161 0.086 -0.020 -0.075 0.074 0.2135
H 1.285 -1.153 3.295 0.022 0.000 0.003 0.1565
H 2.609 -0.891 4.438 -0.006 -0.006 0.005 0.4287
H 1.794 1.332 -3.395 -0.006 0.020 0.001 0.1918
H -1.004 3.243 3.693 -0.003 0.000 0.000 0.4123
C -1.603 -3.391 2.009 -0.012 0.044 0.007 -0.8832
Si 2.932 2.039 -1.309 -0.012 -0.039 0.017 0.5384
H -0.325 6.834 0.383 0.000 -0.001 -0.002 0.4577
C -0.534 4.737 0.696 0.031 0.053 -0.008 0.3747
H 2.665 -1.437 -3.153 -0.011 -0.016 -0.018 0.2639
H -0.894 5.596 4.457 0.000 0.002 -0.001 0.4031
C -0.821 -0.358 -3.652 0.197 -0.021 -0.006 0.5863
Si 2.945 0.452 2.397 0.011 -0.016 -0.043 0.2325
H -1.402 -5.178 -0.860 -0.008 -0.007 0.006 0.4410
H 2.675 2.164 4.125 -0.009 0.005 -0.001 0.5244
H -0.550 7.400 2.784 0.002 0.000 0.000 0.3928
H 3.172 4.446 -0.822 0.003 0.000 0.005 0.4434
C 2.367 -1.032 3.381 -0.014 -0.017 0.005 -0.9400
N -0.709 -0.157 -2.495 -0.101 -0.117 -0.041 -0.8051
C 1.774 2.221 -2.760 -0.035 -0.008 -0.022 -0.8217
H 2.089 3.072 -3.369 -0.004 0.005 -0.006 0.4073
N -0.972 0.149 1.490 0.104 -0.104 0.108 1.3155
H 2.413 -4.340 -0.137 0.003 -0.002 0.004 0.3932
C 2.366 -3.377 0.378 0.017 -0.015 0.010 -0.8628
C -1.296 -0.912 2.198 0.009 -0.042 -0.077 -1.3092
H -1.860 -5.468 1.596 0.001 -0.004 -0.008 0.4357
H -0.436 3.553 -0.765 -0.022 -0.031 -0.014 0.2406
O -0.396 4.519 -0.628 -0.015 0.031 -0.001 -0.7264
H 5.172 1.414 1.835 0.003 -0.005 0.006 0.2560
C -0.473 6.063 1.127 -0.005 -0.005 0.016 -0.7948
H 5.361 1.464 -1.141 0.004 0.001 -0.009 0.3109
H 5.184 0.678 3.439 -0.003 0.000 0.002 0.4086
Ti -0.393 -0.001 -0.476 -0.111 0.204 0.063 0.8776
C 4.661 1.681 -1.951 0.002 0.001 0.003 -1.1340
C 4.823 -2.063 -0.848 0.003 0.007 -0.007 -1.0699
H 1.347 -3.234 0.737 -0.033 0.007 -0.002 0.1172
C -0.767 2.293 1.227 0.022 0.120 -0.019 1.3075
N -1.034 1.370 2.112 0.046 0.101 -0.080 -1.2119

Entry 2:
65
Properties=species:S:1:pos:R:3:forces:R:3:mulliken_charge:R:1 method="wB97M-V/def2-TZVPD" de_lowest_kj_mol=41.2 energy_ha=-1480.59047 multiplicity=5 charge=0 fmax_ev_per_a=6.52
H -6.933 4.198 1.225 0.290 -0.127 -0.257 0.4606
H -1.563 0.462 -2.392 1.213 0.226 0.558 0.9931
C -2.196 -0.110 1.929 -0.355 -0.639 0.372 0.1227
C -4.055 1.205 -3.823 -0.405 0.228 -0.778 -1.9006
C -0.722 -1.830 1.449 -0.066 -1.250 0.118 -0.2157
O -3.844 3.128 -2.253 0.760 -2.254 0.705 -0.6083
H 6.942 -1.657 1.271 -0.200 0.006 -0.051 0.3176
C 0.442 1.439 -2.027 -6.185 1.705 -1.150 -0.7018
C 1.651 0.865 -1.757 5.653 -2.602 1.276 -1.0584
C -2.793 2.378 -1.527 1.540 0.450 1.173 0.4192
H -5.520 1.807 0.670 0.042 0.579 0.333 0.2825
C -6.074 3.966 0.576 0.008 -0.091 -0.389 -0.2318
C -5.262 2.783 1.125 0.847 -0.173 0.378 -0.5701
O -3.826 3.002 0.852 -2.424 2.267 0.512 -0.4747
H -3.861 0.131 -3.691 0.088 0.377 -0.280 0.3318
H 2.892 -2.866 3.013 0.288 0.022 0.081 0.2840
H 5.989 -0.297 0.678 0.041 -0.011 0.052 0.3167
H -2.638 2.689 -0.489 0.141 0.353 -0.888 0.3291
C 1.572 -0.645 -1.631 -1.552 0.014 0.328 0.4722
H -2.964 0.146 -1.795 -0.985 0.489 -0.103 0.6186
H -5.169 5.764 -0.426 -0.144 -0.371 0.227 0.2860
C -0.892 0.297 2.363 0.093 -0.990 -0.310 -1.1885
C -0.639 0.454 -1.780 1.401 0.669 -2.074 0.4756
C -4.432 1.795 -2.490 -0.265 -1.178 0.833 2.0823
H 6.242 -3.922 0.621 -0.111 0.079 0.078 0.3221
H -3.125 0.450 2.096 0.588 -0.178 -0.403 0.4117
H -5.395 2.709 2.216 0.081 -0.057 -0.219 0.4032
C -3.524 1.038 -1.481 -0.254 0.983 -0.281 -1.2680
C -2.103 -1.434 1.352 0.348 0.002 1.365 -0.9346
H 4.644 -4.656 0.597 -0.065 0.094 -0.094 0.3119
H -0.651 1.205 2.885 0.062 0.177 -0.172 0.4332
H 1.947 -1.219 -2.496 0.150 0.097 0.076 0.4004
H 5.170 -3.616 -0.735 -0.037 -0.019 0.029 0.3257
H -3.180 1.751 -4.190 -0.011 -0.399 -0.124 0.3623
H -3.973 0.796 -0.520 -0.039 0.339 0.087 -0.0370
H 6.069 -0.655 2.409 -0.158 0.034 -0.150 0.3251
H 0.232 2.383 -2.517 0.262 -0.252 -0.238 0.3718
H -6.138 1.550 -1.122 0.391 0.192 -0.027 0.2967
C 3.035 -1.538 0.422 -0.511 0.495 -1.354 -1.0757
C -5.077 5.140 0.473 0.194 -0.542 0.836 -0.7390
H 2.618 1.352 -1.665 -0.328 0.019 0.187 0.4221
Ir -0.859 -0.140 0.150 -0.883 2.615 -0.415 0.6802
H 1.099 -0.789 2.221 -0.426 0.115 -0.090 0.3927
C 2.230 -1.128 -0.415 2.328 -0.807 0.692 0.9701
C 0.029 -0.762 2.027 0.256 -0.130 1.138 -0.0908
H -2.905 -2.038 0.985 -0.267 -0.106 -0.103 0.4513
H -1.805 2.401 -2.012 -0.821 0.091 -0.328 -0.0677
H -6.407 1.042 -2.731 -0.278 0.068 -0.386 0.5025
H -6.443 3.707 -0.419 -0.047 0.143 0.197 -0.1404
C 6.005 -1.105 1.413 0.295 0.569 -0.043 -1.0914
H -0.298 -2.775 1.078 -0.288 0.618 0.337 0.4101
C 3.984 -2.748 2.979 0.140 -0.157 0.045 -1.0978
C 0.016 -0.842 -1.548 0.425 -1.018 -1.029 -1.9228
C 5.196 -3.745 0.350 -0.059 -0.403 -0.372 -1.0800
C -5.892 1.803 -2.155 -0.552 -0.227 -0.093 -1.7738
C -3.711 4.450 0.529 0.729 -0.302 -0.558 -0.4091
H -0.462 -1.752 -1.986 0.718 0.669 0.430 0.3597
H -3.250 4.556 -0.468 0.029 -0.327 0.538 0.2633
H 4.442 -3.707 3.261 -0.124 0.200 0.028 0.3450
Si 4.549 -2.252 1.249 -0.709 -0.135 0.700 0.2146
H -4.866 1.286 -4.540 -0.016 0.244 -0.344 0.4692
H -6.279 2.799 -2.348 -0.323 -0.008 -0.332 0.3361
H -5.142 5.790 1.351 -0.288 -0.002 -0.158 0.2873
H 4.299 -2.000 3.719 -0.220 -0.171 -0.136 0.3088
H -3.062 4.938 1.262 -0.002 -0.300 0.021 0.5086

Entry 3:
70
Properties=species:S:1:pos:R:3:forces:R:3:mulliken_charge:R:1 method="wB97M-V/def2-TZVPD" de_lowest_kj_mol=11.9 energy_ha=-1875.41639 charge=0 fmax_ev_per_a=1.07 smiles="COc1ccc(S(=O)(=O)N2CCC(C(=O)N[C@H](C(=O)N3CCCCCC3)C(C)C)CC2)cc1"
H -4.211 -2.370 2.454 0.050 -0.019 0.149 0.2548
H 5.049 5.043 -1.550 -0.022 -0.018 -0.033 0.3492
C -2.222 -0.154 -0.503 -0.348 -0.181 0.130 0.3133
C 3.423 1.354 -0.533 0.018 -0.090 0.020 -1.2383
C -2.686 -1.177 0.536 -0.036 -0.022 -0.064 -1.1224
C -0.228 -1.207 -3.909 0.219 0.084 0.181 -1.1795
C -0.230 0.329 3.667 0.058 -0.185 -0.174 -2.0808
C -2.617 -1.829 -2.290 0.016 -0.586 0.065 -1.0459
H 0.271 0.402 -2.592 0.029 0.050 -0.046 -0.2997
N 1.668 0.126 2.096 0.011 -0.521 -0.938 0.2050
C -4.224 -1.120 0.698 0.016 -0.057 0.103 0.5532
H 0.519 -3.060 -3.097 0.038 -0.006 0.054 0.5344
H -1.010 -1.484 -4.619 -0.016 -0.018 -0.152 0.3812
C -0.128 -2.239 -2.783 -0.087 -0.099 -0.137 -0.0434
H 1.069 -2.650 2.813 0.033 -0.013 0.135 0.3931
H -2.602 0.402 -3.619 0.030 0.000 0.068 0.5239
H 4.949 4.213 -3.130 -0.016 0.018 0.035 0.3471
N -2.032 -0.865 1.786 -0.325 0.326 -0.235 0.4052
C 2.147 -0.799 3.097 0.279 -0.545 0.245 -1.1234
H 4.437 5.912 -2.978 0.055 -0.076 0.037 0.2423
C 4.471 4.948 -2.474 0.223 0.057 -0.044 -0.8683
C 2.859 3.438 -1.586 -0.171 -0.122 0.077 0.7841
O 2.699 -1.366 0.361 0.200 0.031 0.182 -0.8581
H -2.364 -2.184 0.266 -0.081 0.085 -0.009 1.1568
O 3.129 4.610 -2.212 -0.294 -0.137 0.086 -0.4281
C 1.117 1.998 -0.740 -0.072 0.078 -0.015 -0.0066
H 4.871 2.704 -1.320 0.082 0.028 -0.031 0.4455
C -1.864 0.442 -2.810 0.252 0.509 -0.123 -1.1479
H 0.718 -1.198 -4.457 -0.052 -0.029 -0.072 0.4229
C -4.705 -2.336 1.486 0.060 0.147 -0.252 -1.5819
H 1.336 -2.210 4.503 -0.008 -0.038 -0.012 0.4465
C -0.331 -1.191 3.529 0.074 -0.115 -0.038 1.1716
C -1.124 -1.710 2.317 -0.107 -0.045 0.689 -0.6870
H -1.904 1.433 -2.351 -0.082 -0.108 -0.130 0.4326
O -1.026 -2.870 1.971 0.073 -0.258 -0.139 -0.6746
H -3.005 -1.679 -3.303 -0.044 0.002 0.141 0.6616
H -5.741 0.277 1.334 -0.094 0.012 0.039 0.4588
H 0.340 -1.769 -1.918 0.055 -0.083 -0.104 -0.3799
H -1.765 -3.637 -3.025 -0.020 -0.053 0.040 0.4742
C 1.504 3.164 -1.368 0.211 0.082 -0.025 -0.8810
H 2.490 -0.209 3.953 0.026 -0.005 -0.119 0.4316
H 3.003 -1.311 2.659 0.052 0.007 0.279 0.4481
S 1.638 -0.414 0.516 0.427 0.700 0.028 1.2717
H -1.314 -3.283 -1.356 -0.076 -0.115 0.049 0.3128
H 0.304 0.544 4.597 -0.095 0.034 0.004 0.5274
C -4.659 0.174 1.383 0.000 -0.104 -0.266 -1.6120
H -4.364 0.167 2.429 0.019 0.021 0.132 0.2742
H -4.473 -3.257 0.956 0.014 -0.152 -0.021 0.3638
H -1.215 0.791 3.752 0.026 0.080 0.044 0.4568
C -0.463 0.206 -3.375 -0.281 -0.134 -0.075 0.2786
H 0.901 1.942 2.760 -0.134 -0.083 -0.058 0.4517
C 3.820 2.521 -1.163 0.080 0.191 -0.107 -0.5673
C 0.537 0.942 2.490 -0.260 0.679 0.081 0.1105
H -1.940 0.130 1.930 0.117 -0.079 0.088 0.4490
H -4.207 1.035 0.896 -0.011 0.166 0.014 0.3494
C -1.464 -2.840 -2.341 0.050 0.207 0.021 -0.7367
H -0.106 1.042 1.614 -0.164 0.178 0.148 -0.0966
H -0.305 0.935 -4.175 0.026 0.071 0.035 0.4594
H 0.072 1.780 -0.578 -0.190 0.000 -0.016 0.3245
H -5.780 -2.287 1.643 -0.103 -0.018 0.048 0.4633
C 1.079 -1.816 3.518 0.099 0.035 -0.040 -0.9877
H -4.673 -1.143 -0.302 0.052 -0.016 0.013 0.3455
N -2.256 -0.517 -1.795 0.013 0.132 -0.203 0.3993
H -3.431 -2.245 -1.694 -0.034 0.039 -0.088 0.2531
C 2.084 1.096 -0.327 -0.135 -0.551 0.169 0.2709
H 0.776 3.885 -1.703 -0.111 0.079 -0.037 0.5127
H -0.881 -1.582 4.394 0.027 0.022 -0.171 0.5658
O -1.917 0.978 -0.144 0.064 0.322 0.209 -0.7770
H 4.145 0.623 -0.207 0.183 -0.029 0.007 0.4933
O 0.319 -0.800 0.094 0.115 0.239 0.126 -0.3467